Entry 1:
A cluster of 2 separate species, C5H14 in total at a distorted geometry. Source: the Open Molecules 2025 dataset; level of theory: ωB97M-V/def2-TZVPD.

Last column: Mulliken charge in e.
Positions of all 19 atoms, in Å:
C -0.683 -1.001 -0.591  0.93
C -0.865 -2.213 -1.523  -1.73
C -1.420 0.249 -1.153  -1.95
H -1.158 -1.232 0.363  0.43
H 0.343 -0.717 -0.380  -0.95
H -1.466 -1.951 -2.390  0.34
H -1.491 -2.981 -1.046  0.30
H -2.328 0.441 -0.584  0.25
H -0.781 1.137 -1.097  0.09
H 0.097 -2.686 -1.715  0.95
H -1.610 0.212 -2.224  0.93
C 1.029 1.901 1.238  -0.73
C 1.843 0.743 1.813  -2.54
H 0.723 2.651 1.980  0.62
H 1.535 2.574 0.545  0.62
H 0.109 1.530 0.797  -0.33
H 2.851 1.026 2.117  0.75
H 1.385 0.393 2.743  0.36
H 1.887 -0.076 1.105  0.66

- HOMO-LUMO gap (alpha / beta): 2.62 / 12.06 eV
- E_tot: -5409.993 eV
- Multiplicity: 2
- Net charge: -1
- ΔE to the lowest compared entry with this formula, charge and spin: 0.516 eV

Entry 2:
An isolated molecule of C4H8OS at a distorted geometry. Source: the Open Molecules 2025 dataset; level of theory: ωB97M-V/def2-TZVPD.

Last column: Mulliken charge in e.
Positions of all 14 atoms, in Å:
C -1.153 -1.790 0.002  -0.66
C -1.303 -0.465 -0.108  -0.22
C -0.522 0.669 0.584  -0.65
C 0.528 1.168 -0.244  -0.55
O 2.465 -0.519 0.633  -0.58
S 1.731 -0.243 -0.598  0.34
H -1.767 -2.385 -0.645  0.27
H -1.656 -0.216 -1.146  0.19
H -0.799 -2.330 0.884  0.28
H -1.276 1.363 0.895  0.34
H -0.057 0.414 1.556  0.35
H 0.077 1.734 -1.120  0.42
H 1.038 1.966 0.399  0.32
H 2.694 0.634 -1.092  0.15

- HOMO-LUMO gap: 9.92 eV
- E_tot: -17157.430 eV
- ΔE to the lowest compared entry with this formula, charge and spin: 3.021 eV

Entry 3:
A structure of composition C43H34BrCoNO2P2Si. Source: the Open Molecules 2025 dataset; level of theory: ωB97M-V/def2-TZVPD.

Last column: Mulliken charge in e.
Positions of all 85 atoms, in Å:
Co -0.512 0.330 -0.318  0.19
C 2.545 -1.484 2.820  -1.61
Si 1.375 -0.371 1.936  1.43
C -0.280 -1.193 1.481  -1.78
C -1.432 -0.680 2.099  0.27
C -2.702 -1.168 1.824  -0.70
C -2.843 -2.197 0.906  -1.12
C -1.722 -2.733 0.284  -0.14
C -0.435 -2.259 0.547  1.49
P 1.075 -3.139 -0.162  -0.28
C 1.334 -2.400 -1.788  -0.65
C 2.518 -1.555 -1.921  -0.87
C 2.758 0.222 -3.229  -1.08
C 1.823 0.026 -4.458  -0.40
C 0.319 -0.379 -4.265  -0.43
C 0.309 -2.068 -2.796  0.38
C 0.362 -4.784 -0.530  0.32
C -0.043 -5.565 0.555  -0.24
C -0.535 -6.844 0.360  -0.75
C -0.613 -7.371 -0.923  -0.49
C -0.192 -6.614 -2.003  -0.81
C 0.292 -5.327 -1.809  -0.11
C 1.111 1.229 2.889  0.34
C 1.813 1.351 4.091  -1.10
C 1.845 2.539 4.806  -0.89
C 1.185 3.654 4.322  -0.81
C 0.473 3.564 3.136  -0.44
C 0.415 2.365 2.432  0.52
P -0.627 2.326 0.943  1.36
C -2.344 2.470 1.520  0.58
C -2.701 2.537 2.863  -0.57
C -4.041 2.565 3.225  -0.74
C -5.028 2.534 2.250  -0.59
C -4.677 2.475 0.907  -0.83
C -3.342 2.436 0.544  -0.59
C -0.282 3.856 0.044  0.39
C 0.879 3.908 -0.728  -0.65
C 1.211 5.071 -1.400  -0.81
C 0.383 6.182 -1.315  -0.56
C -0.776 6.132 -0.555  -0.75
C -1.111 4.971 0.129  -0.38
H 2.146 -1.777 3.793  0.44
H 3.508 -0.992 2.970  0.43
H 2.703 -2.386 2.231  0.30
H -1.327 0.119 2.825  0.87
H -3.564 -0.742 2.321  0.47
H -3.824 -2.587 0.670  0.44
H -1.851 -3.547 -0.417  0.52
H 3.279 -1.767 -1.170  0.86
H 3.486 1.026 -3.299  0.58
H 2.013 0.699 -5.289  0.64
H -0.406 0.100 -4.914  0.46
H -0.610 -2.646 -2.706  1.59
H 0.026 -5.168 1.562  0.39
H -0.848 -7.436 1.210  0.41
H -0.990 -8.373 -1.075  0.39
H -0.238 -7.025 -3.004  0.42
H 0.631 -4.756 -2.663  0.35
H 2.368 0.505 4.477  0.41
H 2.403 2.595 5.731  0.44
H 1.222 4.591 4.861  0.44
H -0.043 4.437 2.754  0.52
H -1.938 2.565 3.631  0.38
H -4.312 2.617 4.271  0.42
H -6.071 2.560 2.535  0.41
H -5.444 2.458 0.145  0.44
H -3.072 2.389 -0.507  0.53
H 1.528 3.046 -0.802  0.44
H 2.117 5.109 -1.991  0.47
H 0.641 7.089 -1.845  0.40
H -1.420 6.999 -0.491  0.43
H -2.015 4.937 0.723  0.44
Br -2.100 -0.115 -2.198  -0.24
C 0.019 -0.522 -2.783  -0.70
C 0.739 -1.887 -4.295  -0.62
C 2.212 -1.469 -4.524  -0.58
C 3.136 -1.288 -3.309  -0.73
C 2.083 0.006 -1.863  2.11
N 0.654 0.277 -1.847  -0.21
C 2.664 0.560 -0.591  -0.81
O 3.588 1.296 -0.442  -0.62
O 1.965 0.011 0.429  -0.04
H 0.314 -2.608 -4.988  0.54
H 2.679 -1.885 -5.412  0.51
H 4.161 -1.628 -3.424  0.52

- HOMO-LUMO gap (alpha / beta): 7.39 / 7.21 eV
- E_tot: -184846.267 eV
- Multiplicity: 5
- Net charge: +1
- ΔE to the lowest compared entry with this formula, charge and spin: 0.206 eV

Entry 4:
A cluster of 7 separate species, C14H42O7 in total. Source: the Open Molecules 2025 dataset; level of theory: ωB97M-V/def2-TZVPD.

Last column: Mulliken charge in e.
Positions of all 63 atoms, in Å:
C -3.763 -1.948 -3.059  -0.89
C -4.626 -1.341 -1.995  -0.25
O -3.839 -1.227 -0.795  -0.56
H -2.847 -1.377 -3.214  0.11
H -4.308 -1.965 -4.003  0.37
H -3.481 -2.967 -2.791  0.30
H -5.496 -1.974 -1.803  0.31
H -4.983 -0.352 -2.294  0.28
H -4.343 -0.754 -0.125  0.27
C 2.655 -1.996 5.700  -1.10
C 2.524 -1.015 4.541  -0.07
O 1.173 -0.681 4.270  -0.49
H 2.262 -1.572 6.624  0.29
H 3.701 -2.266 5.862  0.35
H 2.104 -2.915 5.486  0.30
H 3.012 -1.417 3.648  0.17
H 3.017 -0.081 4.813  0.27
H 0.778 -1.370 3.730  0.29
C -1.935 4.141 -2.692  -0.91
C -2.324 2.903 -3.473  -0.24
O -1.315 1.902 -3.447  -0.43
H -2.742 4.880 -2.746  0.36
H -1.042 4.593 -3.122  0.25
H -1.761 3.941 -1.634  0.21
H -2.487 3.156 -4.523  0.32
H -3.276 2.487 -3.119  0.18
H -1.430 1.385 -2.635  0.27
C 1.450 2.950 3.645  -0.63
C 1.760 4.375 4.059  -0.49
O 2.153 5.186 2.965  -0.52
H 2.315 2.514 3.134  0.30
H 0.626 2.886 2.931  0.13
H 1.200 2.307 4.491  0.30
H 2.529 4.359 4.838  0.31
H 0.873 4.831 4.500  0.30
H 3.074 4.997 2.766  0.30
C 3.018 -2.585 -0.272  -1.04
C 1.686 -3.046 0.281  0.72
O 1.705 -4.432 0.634  -0.57
H 2.984 -1.512 -0.475  0.25
H 3.279 -3.132 -1.176  0.28
H 3.817 -2.714 0.463  0.37
H 0.900 -2.850 -0.454  -0.09
H 1.418 -2.482 1.176  -0.25
H 1.294 -4.924 -0.079  0.32
C -0.689 0.031 1.120  -0.64
C -0.978 0.989 -0.034  -0.51
O -1.525 0.306 -1.156  -0.22
H -0.300 -0.897 0.696  -0.02
H -1.604 -0.241 1.650  0.35
H 0.047 0.467 1.794  0.27
H -0.040 1.427 -0.378  0.38
H -1.611 1.819 0.296  0.36
H -2.350 -0.141 -0.904  0.10
C 0.945 -1.356 -4.677  -1.07
C 0.948 -1.807 -3.222  -0.02
O 1.053 -0.733 -2.299  -0.44
H 0.456 -2.115 -5.289  0.34
H 1.939 -1.153 -5.077  0.33
H 0.379 -0.425 -4.762  0.22
H 1.763 -2.489 -2.980  0.23
H 0.018 -2.367 -3.039  0.19
H 0.243 -0.216 -2.370  0.19

- SMILES string: CCO.CCO.CCO.CCO.CCO.CCO.CCO
- HOMO-LUMO gap: 10.30 eV
- E_tot: -29530.123 eV
- ΔE to the lowest compared entry with this formula, charge and spin: 1.352 eV

Entry 5:
A cluster of 3 separate species, C4H14NO3 in total at a distorted geometry. Source: the Open Molecules 2025 dataset; level of theory: ωB97M-V/def2-TZVPD.

Last column: Mulliken charge in e.
Positions of all 22 atoms, in Å:
O 2.285 0.827 0.663  -0.41
C 1.556 0.527 1.559  0.00
C 0.128 0.020 1.258  0.15
N 0.061 -0.176 -0.247  -0.22
C 0.838 -1.378 -0.660  -0.86
C -1.058 0.801 1.841  -1.18
H 1.660 0.588 2.647  0.34
H -0.011 -1.009 1.652  0.31
H -0.865 -0.154 -0.668  0.33
H 0.549 0.614 -0.702  0.42
H 0.141 -2.204 -0.805  0.31
H 1.717 -1.536 -0.054  0.35
H 1.365 -1.190 -1.590  0.36
H -1.202 1.565 1.077  0.40
H -0.615 1.209 2.767  0.36
H -1.804 0.092 2.196  0.34
H 0.908 2.800 -3.161  0.32
H 1.119 1.479 -3.866  0.32
O 1.599 2.185 -3.420  -0.64
H -2.918 -0.862 -0.172  0.32
H -2.932 -2.493 -0.336  0.30
O -2.519 -1.703 0.021  -0.60

- HOMO-LUMO gap: 11.30 eV
- E_tot: -12000.033 eV
- Net charge: +1
- ΔE to the lowest compared entry with this formula, charge and spin: 1.777 eV